# 1
C15H21CuN3O3PSTe | ωB97M-V with the def2-TZVPD basis set

Max |F| in hartree/bohr: 0.061
LUMO energy (alpha / beta) in eV: 2.4 / 2.4
HOMO (alpha / beta) in eV: -3.7 / -4.4
Net charge: -1
ΔE to the lowest compared entry with this formula, charge and spin in kJ/mol: 35.1
Electronic energy in Ha: -3622.33903
2S+1: 2
<S²>: 0.762

Positions of all 46 atoms, in Å:
Cu 11.289 9.985 7.366
S 15.978 9.463 7.113
C 14.378 9.721 7.143
N 13.199 9.879 7.159
C 11.174 8.679 8.909
C 9.839 8.648 9.504
C 9.310 9.797 10.166
C 7.950 9.884 10.407
C 7.079 8.777 10.189
C 7.640 7.608 9.648
C 8.985 7.556 9.331
H 11.495 7.845 8.302
H 11.931 9.148 9.579
H 10.013 10.577 10.471
H 7.559 10.836 10.792
H 6.019 8.889 10.367
H 7.062 6.695 9.466
H 9.426 6.624 9.020
C 11.666 5.120 6.328
C 10.168 5.354 6.342
O 9.829 6.732 6.667
P 9.463 8.015 5.753
O 9.598 9.288 6.657
Te 10.833 7.796 3.800
O 7.928 8.043 5.558
C 6.906 7.465 4.699
C 5.577 7.911 5.274
H 11.784 4.071 6.008
H 12.019 5.258 7.355
H 12.216 5.748 5.637
H 9.741 4.717 7.153
H 9.762 5.006 5.394
H 7.017 6.383 4.594
H 7.084 7.885 3.670
H 5.442 7.469 6.270
H 4.795 7.468 4.619
H 5.501 8.983 5.246
N 10.140 13.324 5.532
C 11.299 13.846 6.050
C 11.971 12.814 6.654
N 11.204 11.690 6.540
C 10.133 12.034 5.864
H 9.464 13.797 4.898
H 11.511 14.924 5.957
H 12.982 12.842 7.036
H 9.369 11.323 5.621

***

# 2
C2H10OSSi2 | ωB97M-V with the def2-TZVPD basis set

Max |F| in hartree/bohr: 0.104
LUMO energy in eV: 0.5
HOMO in eV: -9.3
ΔE to the lowest compared entry with this formula, charge and spin in kJ/mol: 89.8
Electronic energy in Ha: -1134.45758
2S+1: 1

Positions of all 16 atoms, in Å:
C -1.377 -0.093 0.326
C 0.362 -2.135 0.247
O 1.051 0.102 1.288
Si -1.825 1.740 0.768
Si 1.564 -1.130 -0.912
S -0.118 -0.780 1.415
H -2.684 -0.746 0.545
H -1.151 -0.449 -0.739
H 0.834 -2.883 0.733
H -0.446 -2.529 -0.167
H -1.693 2.595 -0.502
H -3.225 1.660 1.159
H -1.117 1.999 2.053
H 1.560 -1.860 -2.138
H 2.892 -0.839 -0.543
H 0.922 0.146 -1.234

***

# 3
C27H47F3O13Si | ωB97M-V with the def2-TZVPD basis set

Max |F| in hartree/bohr: 0.221
LUMO energy in eV: 0.1
HOMO in eV: -10.7
SMILES string: CCCCCCCCCCCCOC(=O)OCCO[Si](C)(C)C.O=C1OC[C@@H](F)O1.O=C1OC[C@@H](F)O1.O=C1OC[C@@H](F)O1
Electronic energy in Ha: -2624.19553
2S+1: 1

Positions of all 91 atoms, in Å:
C 5.972 -1.816 2.713
C 6.684 -0.942 1.724
C 6.936 0.477 2.158
C 5.934 1.112 3.070
C 4.726 1.659 2.365
C 3.432 0.888 2.597
C 2.526 1.566 3.577
C 1.453 2.413 2.959
C 1.978 3.717 2.426
C 2.275 3.768 0.962
C 1.196 3.234 0.037
C 1.469 1.880 -0.401
O 0.817 1.630 -1.678
C 0.830 0.366 -1.915
O 1.708 -0.124 -2.384
O -0.239 -0.310 -1.588
C -0.049 -1.366 -0.676
C -1.178 -1.305 0.275
O -1.567 -2.582 0.721
Si -1.396 -2.792 2.359
C -2.302 -4.335 2.850
C 0.428 -2.998 2.721
C -2.087 -1.386 3.389
H 4.942 -1.768 2.546
H 6.196 -1.551 3.700
H 6.263 -2.810 2.570
H 7.628 -1.381 1.575
H 6.205 -1.001 0.791
H 6.939 1.067 1.286
H 7.901 0.564 2.556
H 6.416 1.950 3.485
H 5.643 0.512 3.890
H 4.555 2.609 2.778
H 4.924 1.815 1.335
H 2.955 0.685 1.675
H 3.705 -0.029 3.030
H 3.074 2.151 4.250
H 2.038 0.805 4.117
H 0.768 2.636 3.725
H 0.908 1.843 2.251
H 1.368 4.512 2.720
H 2.893 3.874 2.923
H 2.386 4.783 0.709
H 3.201 3.330 0.749
H 0.269 3.245 0.531
H 1.124 3.878 -0.789
H 2.499 1.727 -0.555
H 1.112 1.163 0.294
H 0.857 -1.262 -0.142
H -0.030 -2.290 -1.171
H -0.918 -0.647 1.067
H -1.984 -0.898 -0.258
H -3.322 -4.085 2.967
H -2.178 -5.113 2.147
H -1.965 -4.641 3.797
H 0.976 -2.670 1.885
H 0.734 -2.479 3.583
H 0.666 -4.008 2.867
H -2.183 -0.476 2.867
H -3.014 -1.690 3.768
H -1.472 -1.223 4.232
O -6.335 -2.929 -3.110
C -5.179 -3.052 -2.896
O -4.458 -2.243 -2.087
C -3.134 -2.797 -1.967
C -3.037 -3.626 -3.231
F -2.269 -4.728 -3.055
O -4.386 -4.023 -3.434
H -3.073 -3.402 -1.066
H -2.386 -2.018 -1.921
H -2.683 -3.084 -4.108
O -10.253 1.977 -3.643
C -9.585 1.208 -3.052
O -8.754 0.300 -3.620
C -8.015 -0.353 -2.571
C -8.922 -0.139 -1.379
F -8.222 -0.012 -0.222
O -9.543 1.098 -1.684
H -7.053 0.142 -2.443
H -7.846 -1.398 -2.796
H -9.687 -0.904 -1.247
O 2.490 3.364 -7.112
C 1.557 2.943 -6.532
O 1.472 1.703 -5.983
C 0.243 1.625 -5.249
C -0.593 2.696 -5.918
F -1.450 3.286 -5.050
O 0.388 3.634 -6.319
H 0.431 1.853 -4.200
H -0.195 0.634 -5.327
H -1.150 2.358 -6.793

***

# 4
C11H22CdI2OSi | ωB97M-V with the def2-TZVPD basis set

Max |F| in hartree/bohr: 0.021
LUMO energy in eV: -11.1
HOMO in eV: -13.1
Net charge: +2
ΔE to the lowest compared entry with this formula, charge and spin in kJ/mol: 0.0
Electronic energy in Ha: -1559.40218
2S+1: 1

Positions of all 38 atoms, in Å:
C -2.667 4.412 -3.262
O -3.433 4.223 -2.090
C -2.847 3.372 -1.135
C -3.084 1.884 -1.440
C -1.845 0.988 -1.333
C -1.612 0.383 0.061
C -1.015 -1.022 0.006
C -0.719 -1.599 1.386
C 0.181 -2.868 1.380
Si 1.708 -2.756 2.450
C 3.230 -2.080 1.438
I 2.864 -1.038 -0.537
C 4.525 -1.965 1.853
C 5.646 -1.240 1.185
I 4.932 -2.767 3.702
H -1.605 4.537 -3.012
H -3.033 5.322 -3.734
H -2.767 3.578 -3.967
H -1.767 3.588 -1.070
H -3.288 3.663 -0.179
H -3.860 1.491 -0.777
H -3.507 1.824 -2.446
H -0.963 1.578 -1.609
H -1.907 0.175 -2.065
H -0.955 1.023 0.662
H -2.562 0.347 0.606
H -0.110 -0.992 -0.618
H -1.716 -1.680 -0.521
H -0.294 -0.819 2.028
H -1.664 -1.885 1.855
H -0.342 -3.736 1.801
H 0.329 -3.163 0.312
H 2.165 -4.139 2.747
H 1.605 -1.920 3.649
H 6.568 -1.244 1.759
H 5.349 -0.197 1.013
H 5.845 -1.676 0.199
Cd 2.616 -3.602 -0.296

***

Question: Which value of 2S+1 does entry 1 give?
Answer: 2

***

Repeat the third record exactly.
C27H47F3O13Si | ωB97M-V with the def2-TZVPD basis set

Max |F| in hartree/bohr: 0.221
LUMO energy in eV: 0.1
HOMO in eV: -10.7
SMILES string: CCCCCCCCCCCCOC(=O)OCCO[Si](C)(C)C.O=C1OC[C@@H](F)O1.O=C1OC[C@@H](F)O1.O=C1OC[C@@H](F)O1
Electronic energy in Ha: -2624.19553
2S+1: 1

Positions of all 91 atoms, in Å:
C 5.972 -1.816 2.713
C 6.684 -0.942 1.724
C 6.936 0.477 2.158
C 5.934 1.112 3.070
C 4.726 1.659 2.365
C 3.432 0.888 2.597
C 2.526 1.566 3.577
C 1.453 2.413 2.959
C 1.978 3.717 2.426
C 2.275 3.768 0.962
C 1.196 3.234 0.037
C 1.469 1.880 -0.401
O 0.817 1.630 -1.678
C 0.830 0.366 -1.915
O 1.708 -0.124 -2.384
O -0.239 -0.310 -1.588
C -0.049 -1.366 -0.676
C -1.178 -1.305 0.275
O -1.567 -2.582 0.721
Si -1.396 -2.792 2.359
C -2.302 -4.335 2.850
C 0.428 -2.998 2.721
C -2.087 -1.386 3.389
H 4.942 -1.768 2.546
H 6.196 -1.551 3.700
H 6.263 -2.810 2.570
H 7.628 -1.381 1.575
H 6.205 -1.001 0.791
H 6.939 1.067 1.286
H 7.901 0.564 2.556
H 6.416 1.950 3.485
H 5.643 0.512 3.890
H 4.555 2.609 2.778
H 4.924 1.815 1.335
H 2.955 0.685 1.675
H 3.705 -0.029 3.030
H 3.074 2.151 4.250
H 2.038 0.805 4.117
H 0.768 2.636 3.725
H 0.908 1.843 2.251
H 1.368 4.512 2.720
H 2.893 3.874 2.923
H 2.386 4.783 0.709
H 3.201 3.330 0.749
H 0.269 3.245 0.531
H 1.124 3.878 -0.789
H 2.499 1.727 -0.555
H 1.112 1.163 0.294
H 0.857 -1.262 -0.142
H -0.030 -2.290 -1.171
H -0.918 -0.647 1.067
H -1.984 -0.898 -0.258
H -3.322 -4.085 2.967
H -2.178 -5.113 2.147
H -1.965 -4.641 3.797
H 0.976 -2.670 1.885
H 0.734 -2.479 3.583
H 0.666 -4.008 2.867
H -2.183 -0.476 2.867
H -3.014 -1.690 3.768
H -1.472 -1.223 4.232
O -6.335 -2.929 -3.110
C -5.179 -3.052 -2.896
O -4.458 -2.243 -2.087
C -3.134 -2.797 -1.967
C -3.037 -3.626 -3.231
F -2.269 -4.728 -3.055
O -4.386 -4.023 -3.434
H -3.073 -3.402 -1.066
H -2.386 -2.018 -1.921
H -2.683 -3.084 -4.108
O -10.253 1.977 -3.643
C -9.585 1.208 -3.052
O -8.754 0.300 -3.620
C -8.015 -0.353 -2.571
C -8.922 -0.139 -1.379
F -8.222 -0.012 -0.222
O -9.543 1.098 -1.684
H -7.053 0.142 -2.443
H -7.846 -1.398 -2.796
H -9.687 -0.904 -1.247
O 2.490 3.364 -7.112
C 1.557 2.943 -6.532
O 1.472 1.703 -5.983
C 0.243 1.625 -5.249
C -0.593 2.696 -5.918
F -1.450 3.286 -5.050
O 0.388 3.634 -6.319
H 0.431 1.853 -4.200
H -0.195 0.634 -5.327
H -1.150 2.358 -6.793